Entry 1:
{
  "formula": "C22H24FN5O4",
  "method": "the ωB97M-V functional and the def2-TZVPD basis",
  "homo_lumo_gap_ev": 8.71,
  "e_homo_ev": -7.95,
  "largest_force_ev_per_a": 1.30,
  "mol_weight_g_mol": 441.5,
  "lumo_ev": 0.8,
  "charge": 0,
  "multiplicity": 1,
  "smiles": "Cc1cc2c(F)c(Oc3ncnn4cc(OC[C@@H](C)OC(=O)[C@H](C)N)c(C)c34)ccc2[nH]1",
  "species": ["C", "C", "C", "C", "C", "F", "C", "O", "C", "N", "C", "N", "N", "C", "C", "O", "C", "C", "C", "O", "C", "O", "C", "C", "N", "C", "C", "C", "C", "C", "C", "N", "H", "H", "H", "H", "H", "H", "H", "H", "H", "H", "H", "H", "H", "H", "H", "H", "H", "H", "H", "H", "H", "H", "H", "H"],
  "xyz": [[-4.6894, -2.0535, 7.6895], [-3.9598, -1.3529, 6.6011], [-3.3558, -1.8528, 5.4845], [-2.8032, -0.7503, 4.7773], [-2.0770, -0.6071, 3.5981], [-1.7606, -1.6912, 2.8604], [-1.6755, 0.6519, 3.1817], [-1.0169, 0.7272, 1.9650], [0.0597, 1.4964, 1.8144], [0.5759, 2.1768, 2.8138], [1.6786, 2.9001, 2.5564], [2.3042, 3.0163, 1.4278], [1.7817, 2.3287, 0.4110], [2.2377, 2.2759, -0.8529], [1.3913, 1.4375, -1.5710], [1.4516, 1.0838, -2.8792], [2.5516, 1.5512, -3.6214], [2.4607, 0.9034, -5.0069], [3.5843, 1.3531, -5.9266], [2.5501, -0.5139, -4.8261], [1.4138, -1.2148, -4.8276], [0.3250, -0.7680, -5.0769], [1.6714, -2.6877, -4.5022], [2.2478, -3.3634, -5.7497], [0.4663, -3.3751, -4.0847], [0.3840, 0.9618, -0.7159], [-0.7238, 0.0381, -1.0829], [0.6425, 1.5318, 0.5265], [-2.0034, 1.7853, 3.9350], [-2.7153, 1.6791, 5.1092], [-3.1088, 0.4145, 5.5246], [-3.8106, 0.0118, 6.6227], [-4.2086, -1.8759, 8.6516], [-5.7179, -1.6977, 7.7548], [-4.7022, -3.1221, 7.4987], [-3.3026, -2.8810, 5.1901], [2.0890, 3.4495, 3.3900], [3.1087, 2.8249, -1.1461], [2.5231, 2.6450, -3.7164], [3.4935, 1.2564, -3.1385], [1.4760, 1.1271, -5.4362], [4.5467, 1.1004, -5.4890], [3.5312, 2.4270, -6.0795], [3.4971, 0.8543, -6.8880], [2.4035, -2.7389, -3.6899], [3.1935, -2.9046, -6.0241], [2.4021, -4.4185, -5.5432], [1.5509, -3.2696, -6.5798], [0.1110, -2.9696, -3.2249], [-0.2527, -3.2466, -4.7913], [-0.6766, -0.8732, -0.4880], [-0.6475, -0.2101, -2.1382], [-1.6900, 0.5038, -0.8951], [-1.6809, 2.7494, 3.5802], [-2.9606, 2.5579, 5.6847], [-4.1647, 0.6182, 7.3429]]
}

Entry 2:
{
  "formula": "C22H24GaNO4S",
  "method": "the ωB97M-V functional and the def2-TZVPD basis",
  "homo_lumo_gap_ev": [6.79, 3.20],
  "e_homo_ev": [-1.72, 1.83],
  "largest_force_ev_per_a": 2.92,
  "mol_weight_g_mol": 468.2,
  "lumo_ev": [5.1, 5.0],
  "charge": -2,
  "multiplicity": 1,
  "species": ["Ga", "C", "C", "C", "H", "C", "C", "H", "H", "H", "H", "C", "C", "C", "H", "C", "C", "H", "H", "H", "H", "O", "C", "C", "C", "C", "C", "H", "H", "H", "H", "H", "H", "H", "H", "H", "H", "O", "C", "N", "S", "O", "O", "C", "C", "C", "C", "C", "C", "H", "H", "H", "H"],
  "xyz": [[-0.0542, 0.3594, 0.0515], [1.7571, 1.4680, 1.0257], [2.1318, 0.5136, -0.0242], [2.3687, 1.2945, -1.2198], [2.5045, -0.4998, 0.1603], [2.0797, 2.6486, -0.9284], [1.7202, 2.7611, 0.4325], [1.5301, 3.6918, 0.9764], [1.7807, 1.2536, 2.0959], [2.8202, 0.9093, -2.1352], [2.2166, 3.4775, -1.6245], [-2.2286, 1.2898, 0.8053], [-1.8161, 2.5805, 1.2316], [-1.3784, 3.3142, 0.1028], [-1.9016, 2.9550, 2.2540], [-1.5209, 2.5141, -1.0599], [-1.9703, 1.1975, -0.6389], [-2.4147, 0.4430, -1.2851], [-2.8644, 0.5979, 1.3480], [-1.0574, 4.3556, 0.1078], [-1.4550, 2.8510, -2.0923], [-0.3269, -0.9608, -1.2348], [-0.3222, 0.3518, -4.2585], [0.3107, -0.9075, -3.8596], [0.4388, 1.6024, -4.1966], [-1.8001, 0.3802, -4.2432], [0.4356, -1.4463, -2.3243], [1.3588, -0.8848, -4.2194], [-0.2374, -1.7206, -4.3798], [0.0974, -2.4994, -2.3595], [1.5131, -1.4375, -2.0508], [0.3350, 2.2165, -5.1050], [1.5081, 1.4194, -4.0534], [0.1092, 2.2216, -3.3466], [-2.2660, 0.3921, -5.2434], [-2.1823, 1.2556, -3.6986], [-2.1931, -0.5192, -3.7472], [0.5774, -2.6942, 0.5309], [0.1389, -2.1215, 1.5333], [-0.2677, -0.7970, 1.6188], [-0.6707, -0.3018, 3.1784], [0.2320, 0.7403, 3.6034], [-2.0833, -0.0927, 3.3366], [-0.2420, -1.8551, 3.8903], [-0.1339, -2.2216, 5.2313], [0.3090, -3.5207, 5.5407], [0.6506, -4.4111, 4.5096], [0.5362, -4.0050, 3.1857], [0.0630, -2.7363, 2.8732], [-0.3699, -1.5192, 6.0207], [0.4016, -3.8506, 6.5773], [1.0129, -5.4109, 4.7462], [0.8192, -4.6425, 2.3606]]
}

Entry 3:
{
  "formula": "C22H24N2O8S",
  "method": "the ωB97M-V functional and the def2-TZVPD basis",
  "homo_lumo_gap_ev": 8.41,
  "e_homo_ev": -7.78,
  "largest_force_ev_per_a": 1.25,
  "mol_weight_g_mol": 476.5,
  "lumo_ev": 0.6,
  "charge": 0,
  "multiplicity": 1,
  "smiles": "COC(=O)c1cc(OC)c(OC)cc1NC(=O)[C@@H]1CCC(=O)N1S(=O)(=O)c1ccc(C)cc1",
  "species": ["C", "O", "C", "O", "C", "C", "C", "O", "C", "C", "O", "C", "C", "C", "N", "C", "O", "C", "C", "C", "C", "O", "N", "S", "O", "O", "C", "C", "C", "C", "C", "C", "C", "H", "H", "H", "H", "H", "H", "H", "H", "H", "H", "H", "H", "H", "H", "H", "H", "H", "H", "H", "H", "H", "H", "H", "H"],
  "xyz": [[1.9110, 3.9961, -2.6585], [2.5087, 2.7775, -2.2448], [2.1983, 2.3762, -1.0023], [1.4860, 3.0435, -0.2756], [2.8128, 1.0933, -0.6410], [3.8568, 0.5808, -1.4241], [4.4608, -0.6195, -1.1246], [5.4846, -1.1821, -1.8234], [5.9631, -0.5046, -2.9587], [4.0047, -1.3587, -0.0029], [4.6377, -2.5292, 0.2245], [4.2050, -3.3271, 1.3033], [2.9737, -0.8586, 0.7709], [2.3686, 0.3596, 0.4693], [1.2990, 0.8461, 1.2121], [0.6505, 0.2600, 2.2381], [1.0276, -0.6961, 2.8842], [-0.7180, 0.9159, 2.5099], [-1.2030, 0.6826, 3.9467], [-1.9538, -0.6461, 3.8669], [-2.3534, -0.7716, 2.4101], [-3.1355, -1.5526, 1.9269], [-1.6843, 0.1832, 1.7008], [-1.5000, 0.1011, -0.0014], [-1.0852, 1.4207, -0.3787], [-0.6285, -0.9854, -0.3237], [-3.1574, -0.2058, -0.5568], [-4.0882, 0.8051, -0.4300], [-5.3888, 0.5745, -0.8416], [-5.7550, -0.6565, -1.3765], [-7.1682, -0.9185, -1.7944], [-4.7917, -1.6546, -1.4991], [-3.4902, -1.4350, -1.0891], [0.8276, 3.9448, -2.5322], [2.2946, 4.8286, -2.0642], [2.1727, 4.1225, -3.7060], [4.1757, 1.1637, -2.2714], [5.1802, -0.3812, -3.7140], [6.7568, -1.1323, -3.3607], [6.3739, 0.4767, -2.6992], [4.8319, -4.2170, 1.2768], [4.3397, -2.8141, 2.2602], [3.1557, -3.6146, 1.1919], [2.6036, -1.4069, 1.6189], [0.8984, 1.6936, 0.8021], [-0.7172, 1.9660, 2.2072], [-0.3589, 0.6367, 4.6319], [-1.8705, 1.4885, 4.2510], [-2.8227, -0.7076, 4.5192], [-1.2912, -1.4849, 4.0870], [-3.7822, 1.7546, -0.0201], [-6.1284, 1.3556, -0.7439], [-7.7053, 0.0107, -1.9648], [-7.1985, -1.5185, -2.7009], [-7.6852, -1.4721, -1.0107], [-5.0692, -2.6126, -1.9129], [-2.7290, -2.1943, -1.1615]]
}

Entry 4:
{
  "formula": "C22H24N4O4S2",
  "method": "the ωB97M-V functional and the def2-TZVPD basis",
  "homo_lumo_gap_ev": 8.51,
  "e_homo_ev": -8.20,
  "largest_force_ev_per_a": 1.01,
  "mol_weight_g_mol": 472.6,
  "lumo_ev": 0.3,
  "charge": 0,
  "multiplicity": 1,
  "smiles": "CCOC(=O)c1c(NC(=O)CSc2nnc(-c3ccccc3C)n2C)sc(C(C)=O)c1C",
  "species": ["C", "C", "O", "C", "O", "C", "C", "N", "C", "O", "C", "S", "C", "N", "N", "C", "C", "C", "C", "C", "C", "C", "C", "N", "C", "S", "C", "C", "C", "O", "C", "C", "H", "H", "H", "H", "H", "H", "H", "H", "H", "H", "H", "H", "H", "H", "H", "H", "H", "H", "H", "H", "H", "H", "H", "H"],
  "xyz": [[0.4320, 0.6946, -4.5244], [-0.3531, 1.2170, -3.3292], [-0.8684, 0.1497, -2.5374], [-0.0596, -0.4047, -1.6416], [1.0929, -0.0246, -1.4633], [-0.6659, -1.4980, -0.8901], [0.0468, -2.1118, 0.1330], [1.3217, -1.7825, 0.4938], [1.8629, -2.2134, 1.6689], [1.3481, -3.0850, 2.3311], [3.1256, -1.4838, 2.0492], [2.7054, 0.0049, 3.0501], [1.5341, 0.7903, 2.0110], [0.2958, 0.4260, 1.8243], [-0.2541, 1.2834, 0.9682], [0.6454, 2.1783, 0.6298], [0.4419, 3.2646, -0.3174], [1.4399, 3.5592, -1.2450], [1.2670, 4.5719, -2.1705], [0.0903, 5.2997, -2.1754], [-0.9096, 4.9990, -1.2669], [-0.7622, 3.9828, -0.3329], [-1.8617, 3.6734, 0.6300], [1.8201, 1.9092, 1.2759], [3.0555, 2.6382, 1.2884], [-0.8355, -3.3097, 0.9582], [-2.2157, -3.0343, -0.0903], [-3.4250, -3.8282, 0.1035], [-3.3804, -4.7805, 1.2742], [-4.4028, -3.7464, -0.6138], [-1.9790, -2.0375, -1.0127], [-2.9728, -1.5694, -2.0148], [-0.1896, 0.0355, -5.1256], [0.7601, 1.5301, -5.1360], [1.3047, 0.1425, -4.1839], [0.2806, 1.8550, -2.7062], [-1.2329, 1.7777, -3.6513], [1.7058, -1.0240, -0.0803], [3.6989, -1.1657, 1.1790], [3.7348, -2.0899, 2.7169], [2.3406, 2.9650, -1.2702], [2.0468, 4.7862, -2.8856], [-0.0520, 6.0960, -2.8906], [-1.8297, 5.5650, -1.2827], [-2.2272, 2.6625, 0.4623], [-2.6820, 4.3774, 0.5165], [-1.4999, 3.7141, 1.6561], [3.7459, 2.2432, 0.5394], [3.5135, 2.5369, 2.2728], [2.8606, 3.6893, 1.0792], [-3.2169, -4.2273, 2.1962], [-4.3203, -5.3229, 1.3353], [-2.5597, -5.4839, 1.1524], [-2.5663, -1.6718, -3.0191], [-3.8886, -2.1448, -1.9318], [-3.1858, -0.5145, -1.8529]]
}